# 1
18
Properties=species:S:1:pos:R:3:nbo_charge:R:1 method="wB97M-V/def2-TZVPD" gap_ev=7.60 total_charge=-1 de_lowest_kcal_mol=32.6
C 0.410 -1.724 -0.323 -0.523
C 0.939 -0.717 0.794 -0.439
C 0.583 0.709 0.627 -0.362
O 1.207 1.113 -1.771 -0.967
O -0.428 2.688 -0.678 -0.983
O -1.211 0.526 -1.619 -1.002
S 1.666 -1.702 -1.693 -0.234
S 0.176 -1.316 2.435 -0.078
S 1.343 1.817 1.537 0.080
S -2.234 0.993 1.110 -0.309
S -0.058 1.317 -0.989 2.309
H -0.431 -1.374 -0.847 0.253
H 0.329 -2.771 -0.041 0.225
H 2.046 -0.907 0.795 0.274
H 1.425 -0.352 -1.893 0.229
H -1.097 -1.187 1.880 0.142
H -2.837 0.725 -0.174 0.215
H -1.828 2.161 0.851 0.171



# 2
51
Properties=species:S:1:pos:R:3:nbo_charge:R:1 method="wB97M-V/def2-TZVPD" gap_ev=10.45
C -0.342 -3.468 -2.333 -0.611
C -0.904 -2.099 -2.691 -0.418
C -0.221 -0.945 -1.892 -0.637
Cl -0.003 0.453 -3.033 -0.082
Si -1.392 -0.377 -0.532 1.414
O -0.634 0.736 0.524 -1.255
Si -1.229 0.652 2.081 1.556
Br -3.494 0.476 1.910 -0.311
I -0.327 -1.365 3.153 -0.212
C -0.911 2.193 3.076 -0.945
C 0.463 2.858 2.820 -0.424
C 1.498 2.538 3.898 -0.075
O 2.309 3.717 4.039 -0.503
C 3.488 3.492 4.618 0.802
C 4.426 4.657 4.600 -0.725
O 3.801 2.471 5.131 -0.610
H -0.863 -4.232 -2.908 0.222
H -0.537 -3.706 -1.287 0.206
H 0.716 -3.579 -2.565 0.204
H -0.767 -1.970 -3.756 0.226
H -1.980 -2.071 -2.523 0.221
H 0.718 -1.351 -1.520 0.239
H -1.827 -1.595 0.182 -0.190
H -2.548 0.260 -1.178 -0.162
H -0.980 1.903 4.126 0.251
H -1.718 2.903 2.909 0.266
H 0.308 3.933 2.892 0.227
H 0.851 2.679 1.821 0.221
H 2.090 1.675 3.604 0.202
H 1.030 2.304 4.853 0.184
H 4.767 4.914 5.597 0.242
H 3.942 5.545 4.195 0.218
H 5.305 4.454 4.006 0.265
O 7.061 3.482 5.207 -0.949
H 6.595 2.739 5.612 0.482
H 7.950 3.149 5.045 0.470
O -3.091 -2.231 -4.909 -0.954
H -2.791 -1.737 -5.680 0.467
H -3.171 -3.135 -5.237 0.488
O 0.267 -2.596 -6.294 -0.940
H 1.077 -3.043 -6.561 0.471
H 0.555 -1.945 -5.646 0.470
O -4.482 -3.845 -7.112 -0.945
H -5.042 -3.105 -7.373 0.475
H -5.078 -4.432 -6.632 0.472
O -2.149 -4.932 2.762 -0.938
H -2.904 -4.449 3.117 0.469
H -1.515 -4.243 2.534 0.469
O -3.012 1.040 -4.082 -0.947
H -2.137 0.789 -3.750 0.471
H -3.171 0.440 -4.817 0.462



# 3
21
Properties=species:S:1:pos:R:3:nbo_charge:R:1 method="wB97M-V/def2-TZVPD" gap_ev=8.31 de_lowest_kcal_mol=51.6
C 0.962 1.837 -1.270 -0.392
C 1.101 0.938 -0.299 -0.269
C 0.181 0.754 0.917 0.540
C -1.010 1.686 0.963 -0.715
O 0.677 0.282 1.938 -0.613
H 0.067 2.425 -1.392 0.194
H 1.717 1.968 -2.031 0.202
H 2.021 0.372 -0.207 0.207
H -1.613 1.589 0.062 0.216
H -1.613 1.451 1.838 0.231
H -0.662 2.715 1.045 0.235
N 0.557 -1.893 -1.507 -0.804
C -0.515 -1.211 -0.965 -0.015
C -0.911 -1.306 0.345 -0.120
N -0.285 -2.154 1.274 -0.815
H 1.014 -1.432 -2.280 0.383
H 1.191 -2.264 -0.808 0.374
H -1.115 -0.658 -1.671 0.202
H -1.938 -1.066 0.584 0.210
H -0.555 -1.939 2.225 0.384
H 0.728 -2.092 1.241 0.364



# 4
54
Properties=species:S:1:pos:R:3:nbo_charge:R:1 method="wB97M-V/def2-TZVPD" spin_multiplicity=3 gap_ev="4.27 / 2.15" total_charge=-3 s_squared=2.0113 de_lowest_kcal_mol=219.3
Pt 2.154 1.362 -0.544 0.089
N 0.099 6.863 -1.393 0.736
O 0.123 7.681 -0.517 -0.607
O 0.790 5.938 -1.297 -0.521
O -0.696 6.953 -2.281 -0.607
N 7.110 3.877 1.715 0.707
O 6.196 3.524 0.909 -0.551
O 8.084 3.226 2.003 -0.540
O 6.990 5.043 2.203 -0.616
C -4.058 -1.610 -3.010 0.206
O -4.611 -1.191 -4.228 -0.534
O -3.113 -0.584 -2.828 -0.176
C -5.142 -2.163 -1.895 0.955
F -6.090 -2.788 -2.489 -0.307
F -4.653 -2.968 -0.961 -0.312
F -5.580 -1.078 -1.318 -0.310
C -5.142 -2.015 -5.234 -0.064
C -6.550 -1.545 -5.525 -0.621
H -6.952 -2.105 -6.370 0.196
H -7.119 -1.634 -4.599 0.212
H -6.366 -0.547 -5.922 0.217
H -5.211 -3.085 -5.036 0.161
H -4.618 -1.998 -6.189 0.173
H -3.433 -2.433 -3.355 0.204
C -0.720 1.325 5.009 0.226
O -1.111 2.677 5.098 -0.533
O 0.277 1.203 4.100 -0.246
C -0.482 0.828 6.524 0.940
F -1.197 1.465 7.421 -0.318
F -0.889 -0.442 6.803 -0.350
F 0.803 0.889 6.847 -0.308
C -2.318 3.136 4.456 -0.066
C -2.850 4.241 5.401 -0.618
H -3.337 3.917 6.321 0.198
H -2.014 4.920 5.572 0.223
H -3.532 4.781 4.744 0.200
H -3.167 2.454 4.412 0.160
H -2.196 3.571 3.464 0.200
H -1.503 0.709 4.568 0.200
C 5.208 -2.517 -2.539 0.272
O 4.430 -2.883 -1.382 -0.544
O 4.447 -1.357 -2.860 -0.862
C 6.693 -2.704 -2.341 0.914
F 7.126 -3.595 -1.487 -0.326
F 7.277 -2.870 -3.544 -0.348
F 7.169 -1.513 -1.834 -0.348
C 4.206 -4.327 -1.174 -0.089
C 3.136 -4.409 -0.070 -0.628
H 2.565 -5.336 -0.009 0.174
H 3.492 -4.083 0.907 0.205
H 2.333 -3.737 -0.373 0.218
H 5.099 -4.741 -0.705 0.153
H 3.886 -4.953 -2.007 0.149
H 4.952 -3.373 -3.164 0.061



# 5
69
Properties=species:S:1:pos:R:3:nbo_charge:R:1 method="wB97M-V/def2-TZVPD" gap_ev=5.05 total_charge=-2 de_lowest_kcal_mol=2.5
Pd -0.086 0.221 0.000 0.562
C -3.245 3.838 5.164 -0.249
O -3.051 2.536 5.663 -0.511
C -2.213 1.719 4.942 0.318
C -2.047 0.422 5.484 -0.379
C -1.273 -0.469 4.797 -0.101
C -0.604 -0.164 3.589 -0.361
C 0.084 -1.194 2.856 0.603
C 0.250 -2.602 3.411 -0.700
O 0.583 -1.060 1.729 -0.677
C -0.697 1.196 3.076 0.480
O -0.063 1.639 2.093 -0.719
C -1.586 2.090 3.792 -0.391
H -3.864 4.358 5.893 0.175
H -3.754 3.823 4.196 0.180
H -2.295 4.369 5.050 0.174
H -2.554 0.159 6.402 0.202
H -1.185 -1.463 5.210 0.190
H -0.084 -2.768 4.429 0.193
H 1.308 -2.855 3.336 0.219
H -0.293 -3.267 2.738 0.247
H -1.707 3.066 3.344 0.208
O -1.546 2.063 -1.482 -0.558
C -0.496 1.490 -1.380 0.483
C 0.664 1.969 -2.275 -0.141
C 0.361 2.828 -3.326 -0.168
C 1.377 3.382 -4.088 -0.224
C 2.703 3.082 -3.803 -0.230
C 3.010 2.201 -2.777 -0.161
C 1.992 1.622 -2.027 -0.326
P 2.207 0.440 -0.669 0.899
C 1.974 -1.165 -1.554 -0.344
C 1.674 -1.262 -2.908 -0.179
C 1.591 -2.501 -3.529 -0.172
C 1.826 -3.657 -2.803 -0.198
C 2.102 -3.569 -1.446 -0.206
C 2.180 -2.333 -0.821 -0.225
C 4.036 0.290 -0.483 -0.327
C 4.647 1.041 0.520 -0.132
C 6.026 1.023 0.686 -0.247
C 6.811 0.249 -0.155 -0.222
C 6.211 -0.507 -1.154 -0.211
C 4.834 -0.492 -1.318 -0.201
H -0.679 3.065 -3.506 0.233
H 1.136 4.062 -4.897 0.201
H 3.500 3.529 -4.386 0.198
H 4.044 1.951 -2.569 0.207
H 1.491 -0.370 -3.493 0.201
H 1.349 -2.554 -4.581 0.220
H 1.732 -4.625 -3.279 0.221
H 2.233 -4.472 -0.862 0.202
H 2.386 -2.273 0.242 0.220
H 4.029 1.639 1.180 0.216
H 6.482 1.609 1.474 0.203
H 7.887 0.231 -0.032 0.199
H 6.819 -1.118 -1.811 0.204
H 4.373 -1.092 -2.093 0.243
Br -1.253 -6.153 -3.126 -0.251
C -1.754 -4.582 -4.375 -0.025
C -2.448 -5.039 -5.487 -0.307
C -2.798 -4.081 -6.430 -0.278
C -2.442 -2.752 -6.201 -0.266
C -1.753 -2.406 -5.042 -0.257
C -1.363 -3.331 -4.049 -0.332
I -2.224 -1.280 -0.383 -0.556
H -2.710 -6.082 -5.618 0.199
H -3.338 -4.369 -7.327 0.181
H -2.706 -1.990 -6.930 0.177
H -1.514 -1.349 -4.905 0.173



# 6
12
Properties=species:S:1:pos:R:3:nbo_charge:R:1 method="wB97M-V/def2-TZVPD" gap_ev=10.56 smiles="O/N=C1/COCO1" de_lowest_kcal_mol=95.7
O 0.685 -2.007 1.187 -0.562
N -0.342 -1.634 0.374 -0.205
C -0.151 -0.501 -0.043 0.482
C -1.013 0.258 -0.974 -0.151
O -0.392 1.556 -1.156 -0.504
C 0.376 1.719 -0.017 0.222
O 0.796 0.421 0.421 -0.493
H 0.315 -2.001 2.071 0.467
H -1.146 -0.234 -1.932 0.224
H -1.999 0.447 -0.494 0.200
H -0.022 2.315 0.759 0.151
H 1.263 2.288 -0.438 0.169